Density functional theory data (ωB97M-V with the def2-TZVPD basis set) for a structure of composition C23H49N2O2P3Pd in a non-equilibrium geometry.

The expectation value of S² is 6.0552. As for the lowest unoccupied orbital energy (spin up / spin down): -9.617 / -13.931 eV. The value obtained for the HOMO energy (spin up / spin down) is -18.698 / -19.429 eV. For the electronic energy, the calculation gives -63026.9594 eV. As for the orbital gap (spin up / spin down): 9.08 / 5.50 eV. For the energy relative to the best compared isomer or geometry (same formula, charge and spin), the calculation gives 0.0 kJ/mol. Its spin multiplicity is 5. The net charge is +4.

Positions of all 80 atoms, in Å:
1 Pd 0.863748 0.156157 -1.124066
2 P -0.527335 2.005988 -1.272585
3 P 2.266162 1.102544 0.658853
4 P 2.700837 -0.525358 -2.367036
5 O -1.091896 0.164587 2.973348
6 O -0.435254 -0.987704 -3.326006
7 N -1.186025 -1.122552 4.882917
8 N -2.816172 0.491978 4.412549
9 C -1.736125 -1.398637 6.186651
10 C -1.267943 -3.257731 -6.050485
11 C 3.109545 2.670816 0.234734
12 C -3.428456 0.355140 5.709401
13 C -2.209828 1.653280 -1.868173
14 C -3.222768 1.581986 3.565903
15 C -3.200538 -1.049817 6.220350
16 C -1.658736 -0.142121 4.043727
17 C 0.113599 -1.682806 4.615827
18 C -0.844878 2.820331 0.328264
19 C 0.103269 3.348077 -2.338122
20 C 3.619639 0.041098 1.266896
21 C -1.163391 -1.537372 -4.353614
22 C 1.557705 1.551101 2.282903
23 C -2.458021 -2.699644 -6.531370
24 C 4.151547 0.561775 -2.374030
25 C -0.497854 -1.672446 -0.567889
26 C 0.381229 -1.502589 0.496558
27 C -2.976925 -1.540709 -5.944060
28 C 2.425308 -0.916438 -4.115508
29 C -0.625639 -2.688774 -4.947917
30 C -2.337280 -0.948575 -4.851080
31 C 3.287285 -2.090215 -1.639199
32 H 2.431695 -2.652621 -1.243748
33 H -0.653467 4.142504 -2.426982
34 H 3.783463 -2.678633 -2.421628
35 H -0.769399 -0.159017 -2.873295
36 H -2.480217 2.391959 3.567262
37 H -4.498610 0.568569 5.601769
38 H 0.029822 3.398488 0.648198
39 H -2.718590 -0.024871 -4.417964
40 H 1.028289 3.772986 -1.922573
41 H -3.880327 -1.090886 -6.355559
42 H 4.099375 0.577607 2.096858
43 H 3.995305 -1.891550 -0.825453
44 H 0.321148 -1.630395 3.547082
45 H 3.746350 2.559148 -0.648782
46 H 3.275122 -1.495709 -4.498077
47 H 3.737831 2.947153 1.093879
48 H -2.884113 1.538171 -1.008262
49 H 2.330158 0.011796 -4.691940
50 H 0.120195 -2.728910 4.942568
51 H -2.565758 2.490183 -2.485569
52 H 4.851069 0.213990 -3.145790
53 H 4.368903 -0.161228 0.498612
54 H -1.089957 2.066787 1.089178
55 H -3.758821 -1.764228 5.606530
56 H 1.269339 -2.128518 0.581602
57 H -1.585459 -2.465292 6.388157
58 H 2.385174 1.869413 2.934035
59 H 1.045790 0.690631 2.728673
60 H -2.970137 -3.146181 -7.384928
61 H -4.185218 1.965441 3.918457
62 H 1.492278 -1.481969 -4.222007
63 H 0.839063 2.371375 2.200487
64 H 0.310965 -3.099283 -4.573839
65 H -0.825311 -4.135713 -6.526236
66 H 2.375582 3.468590 0.063023
67 H -3.566676 -1.129458 7.246706
68 H 0.321124 2.940767 -3.335408
69 H -1.196581 -0.823999 6.958807
70 H -0.327975 -2.467204 -1.290682
71 H 3.212034 -0.899887 1.653506
72 H 4.664557 0.561212 -1.407675
73 H 0.911341 -1.144939 5.152063
74 H -1.504034 -1.254096 -0.549265
75 H -3.327822 1.234529 2.533226
76 H 0.071071 -0.981375 1.410877
77 H 3.838674 1.582787 -2.619382
78 H -1.689394 3.516238 0.237179
79 H -2.268334 0.729731 -2.457266
80 H -3.004307 1.084575 6.425815

Atomic forces in eV per Å
Pd 0.268 -0.349 1.816
P 0.435 1.792 -0.360
P 0.667 0.974 0.497
P 1.190 0.191 -0.816
O -0.664 -0.506 1.358
O -1.331 -0.415 -1.227
N 0.364 0.704 0.152
N 0.374 0.535 0.247
C -0.585 -0.251 0.625
C 1.581 -0.124 1.379
C 0.037 -0.153 -0.068
C -0.474 -0.480 0.692
C -0.332 -0.248 -0.109
C -0.706 0.464 -0.324
C -0.457 -0.298 0.164
C 0.889 0.008 -1.891
C 0.458 -0.554 -0.493
C -0.012 -0.146 0.183
C -0.113 -0.111 -0.110
C -0.013 -0.194 -0.156
C 0.791 1.456 1.478
C -0.412 -0.134 0.024
C -0.157 -0.389 -0.643
C -0.017 0.152 -0.181
C 0.818 -0.604 1.728
C -1.559 -0.778 -0.611
C -0.050 1.628 1.486
C -0.388 0.093 -0.183
C 0.018 -1.439 -1.409
C -1.378 -0.054 -1.298
C -0.318 -0.043 0.293
H 0.325 -0.075 -0.150
H 0.244 -0.187 0.026
H -0.071 0.119 0.185
H -0.143 -1.085 -1.113
H -0.025 -0.220 0.117
H 0.252 0.059 0.066
H -0.208 -0.156 -0.153
H 0.009 -0.268 -0.154
H -0.283 -0.181 -0.107
H 0.218 -0.079 0.154
H -0.054 -0.127 -0.238
H -0.209 -0.109 -0.217
H -0.058 0.000 0.182
H -0.183 0.136 0.233
H -0.126 0.153 0.096
H -0.138 0.010 -0.246
H 0.175 -0.034 -0.244
H 0.050 -0.168 0.079
H 0.014 0.258 0.011
H 0.087 -0.201 0.154
H -0.090 0.057 0.177
H -0.097 -0.040 0.225
H 0.069 0.161 -0.117
H -0.031 0.072 0.100
H -0.128 0.150 -0.147
H 0.072 0.229 0.061
H -0.170 -0.089 -0.263
H 0.146 0.284 -0.083
H 0.125 0.065 0.211
H 0.283 -0.070 -0.043
H 0.697 0.187 -0.025
H 0.241 -0.260 0.123
H -0.332 -0.044 -0.078
H -0.220 0.271 0.132
H 0.212 -0.179 0.027
H -0.010 -0.021 -0.142
H -0.052 0.197 0.218
H 0.197 -0.092 -0.246
H 0.121 0.292 0.017
H 0.157 0.116 -0.101
H -0.106 0.002 -0.246
H -0.313 0.003 0.031
H 0.192 0.025 0.099
H 0.094 -0.049 0.156
H 0.096 0.117 -0.553
H 0.144 -0.183 -0.046
H 0.144 -0.141 -0.175
H -0.212 0.292 0.150
H -0.028 0.078 -0.386